Record 1
ORCA calculation (the ωB97M-V functional and the def2-TZVPD basis) on 3 unconnected molecules or ions with the total composition C3H11NO3.

Cartesian coordinates (Å):
C: 0.968 -0.380 1.864
C: -0.131 -0.595 0.842
C: 0.238 -1.726 -0.099
N: 1.359 -1.610 -0.832
O: -0.449 -2.750 -0.171
H: 0.892 0.428 2.584
H: 1.274 -1.277 2.410
H: 1.893 -0.167 1.312
H: -0.289 0.322 0.273
H: -1.093 -0.931 1.212
H: 1.901 -0.758 -0.754
H: 1.638 -2.374 -1.421
H: -1.297 6.043 -0.287
H: -0.571 6.796 0.952
O: -0.623 6.666 -0.003
H: -1.805 -2.867 -3.330
H: -1.790 -2.608 -1.864
O: -2.114 -2.213 -2.689

As for the expectation value of S²: 0.750. Its total charge is -1. Its lowest unoccupied orbital energy (alpha / beta) is 3.36 / 3.63 eV. The HOMO-LUMO gap (alpha / beta) comes out at 2.32 / 10.16 eV. The spin multiplicity is 2.

***

Record 2
ORCA calculation (the ωB97M-V functional and the def2-TZVPD basis) on 2 unconnected molecules or ions with the total composition C3H11NO3.

Cartesian coordinates (Å):
C: 0.637 0.164 -1.170
O: 0.518 1.395 -1.920
C: 0.520 0.216 0.286
C: 1.180 -1.078 0.871
O: 0.876 -1.091 2.315
N: -0.914 0.207 0.802
H: 1.781 0.004 -1.166
H: 0.141 -0.549 -1.780
H: 0.328 1.197 -2.848
H: 0.970 1.034 0.764
H: 0.893 -2.029 0.413
H: 2.301 -0.981 0.812
H: 1.341 -0.379 2.742
H: -1.201 0.987 1.490
H: -1.136 -0.615 1.342
H: -3.403 0.979 -1.085
H: -2.002 0.376 -0.669
O: -2.829 0.165 -1.199

Its lowest unoccupied orbital energy is 0.61 eV. As for the structure (SMILES): NC(CO)CO.O. The HOMO-LUMO gap comes out at 10.21 eV.

***

Record 3
ORCA calculation (the ωB97M-V functional and the def2-TZVPD basis) on 3 unconnected molecules or ions with the total composition C3H11NO3.

Cartesian coordinates (Å):
C: -0.543 2.709 0.205
N: -0.164 1.260 0.306
C: -0.037 0.644 -0.956
C: -0.242 -0.828 -0.763
O: 0.484 -1.435 -0.002
H: -0.511 3.109 1.249
H: 0.160 3.194 -0.501
H: -1.613 2.631 -0.232
H: 0.451 1.196 1.148
H: 1.004 0.864 -1.274
H: -0.810 1.135 -1.632
H: -0.928 -1.206 -1.621
H: 3.984 -1.655 1.913
H: 5.138 -2.597 1.418
O: 4.802 -2.142 2.279
H: -3.458 -2.520 0.198
H: -3.658 -2.276 -1.277
O: -4.060 -2.083 -0.455

Its lowest unoccupied orbital energy is 0.48 eV. As for the structure (SMILES): CNCC=O.O.O. The HOMO-LUMO gap comes out at 9.15 eV.

***

Record 4
ORCA calculation (the ωB97M-V functional and the def2-TZVPD basis) on 3 unconnected molecules or ions with the total composition C3H11NO3.

Cartesian coordinates (Å):
C: -2.221 0.017 -0.045
N: -0.863 0.737 0.259
C: -0.138 0.846 -0.983
C: -0.192 0.104 1.392
O: -1.896 -1.201 -0.242
H: -2.683 0.551 -0.889
H: -0.794 1.401 -1.659
H: 0.025 -0.177 -1.385
H: 0.828 1.324 -0.828
H: 0.609 0.794 1.721
H: 0.247 -0.860 1.185
H: -0.978 0.023 2.143
H: -2.866 0.213 0.833
H: 2.595 -1.699 -0.902
O: 2.332 0.757 0.584
H: 3.174 0.691 1.056
H: 1.939 -0.414 -0.335
O: 1.788 -1.194 -0.955

Its lowest unoccupied orbital energy is -4.44 eV. The HOMO-LUMO gap comes out at 4.46 eV.

***

Record 5
ORCA calculation (the ωB97M-V functional and the def2-TZVPD basis) on 3 unconnected molecules or ions with the total composition C3H11NO3.

Cartesian coordinates (Å):
C: -0.006 -0.038 -0.365
N: -0.908 0.808 0.389
C: -1.460 2.011 -0.179
C: -1.476 2.057 -1.674
O: 0.430 -1.099 0.114
H: 0.327 0.320 -1.337
H: -0.823 0.674 1.423
H: -2.557 2.068 -0.056
H: -1.119 3.008 0.172
H: -1.825 3.022 -1.996
H: -0.443 1.983 -2.059
H: -1.952 1.204 -2.175
H: 1.826 -5.025 3.296
H: 0.658 -5.726 2.579
O: 0.862 -5.102 3.309
H: 2.063 -0.009 -0.363
H: 3.506 -0.445 -0.365
O: 2.896 0.288 -0.715

Its lowest unoccupied orbital energy is 0.88 eV. As for the structure (SMILES): CCNC=O.O.O. The HOMO-LUMO gap comes out at 10.75 eV.

***

Record 6
ORCA calculation (the ωB97M-V functional and the def2-TZVPD basis) on 3 unconnected molecules or ions with the total composition C3H11NO3.

Cartesian coordinates (Å):
C: 0.842 0.562 1.696
C: 1.432 -0.269 0.568
C: 0.314 -1.194 0.092
N: 0.392 -2.549 0.283
O: -0.681 -0.710 -0.425
H: -0.061 1.018 1.277
H: 0.556 0.072 2.621
H: 1.478 1.392 2.016
H: 2.370 -0.762 0.818
H: 1.581 0.437 -0.247
H: 1.077 -2.963 0.890
H: -0.333 -3.124 -0.100
H: -1.934 1.713 -0.630
H: -2.802 2.216 0.659
O: -1.916 2.018 0.287
H: -0.199 0.909 -1.527
H: -0.114 0.937 -3.071
O: 0.134 1.400 -2.289

Its lowest unoccupied orbital energy is 0.82 eV. As for the structure (SMILES): CCC(N)=O.O.O. The HOMO-LUMO gap comes out at 10.93 eV.

***

Record 7
ORCA calculation (the ωB97M-V functional and the def2-TZVPD basis) on 4 unconnected molecules or ions with the total composition C3H11NO3.

Cartesian coordinates (Å):
C: 1.401 -1.848 -1.677
C: 0.293 -1.858 -0.794
N: 0.319 -0.959 0.294
C: 1.194 0.214 0.277
O: -0.653 -2.623 -0.921
H: 1.511 -2.490 -2.540
H: -2.512 0.065 -0.839
H: 2.275 -1.301 -1.348
H: -0.651 -0.647 0.414
H: 0.984 0.973 -0.488
H: 2.246 -0.034 0.127
H: 1.006 0.693 1.229
H: -0.830 3.268 0.486
H: -2.365 0.503 -1.419
O: -0.511 2.378 0.542
H: -1.542 1.337 2.971
H: -0.862 1.485 1.491
O: -1.301 0.844 2.194

Its lowest unoccupied orbital energy is -5.14 eV. The HOMO-LUMO gap comes out at 3.09 eV.

***

Record 8
ORCA calculation (the ωB97M-V functional and the def2-TZVPD basis) on 3 unconnected molecules or ions with the total composition C3H11NO3S.

Cartesian coordinates (Å):
C: 1.856 -1.514 0.480
C: 2.330 -1.527 2.032
S: 4.248 -1.873 2.133
N: 0.329 -1.276 0.441
C: -0.139 0.071 0.407
O: 0.032 0.548 -0.936
H: 1.893 -2.551 0.163
H: 2.430 -0.883 -0.205
H: 2.057 -0.638 2.612
H: 1.730 -2.340 2.340
H: -0.128 -1.750 1.199
H: -1.193 0.061 0.537
H: 0.303 0.651 1.332
H: -3.180 2.564 -2.261
H: -2.901 3.964 -2.651
O: -3.678 3.435 -2.466
H: -1.004 0.901 -1.298
H: -2.774 0.724 -2.104
O: -2.213 1.432 -1.753

Its total charge is -2. Its lowest unoccupied orbital energy is 5.88 eV. The HOMO-LUMO gap comes out at 6.09 eV.

***

Record 9
ORCA calculation (the ωB97M-V functional and the def2-TZVPD basis) on 3 unconnected molecules or ions with the total composition C3H11NO3S.

Cartesian coordinates (Å):
O: 1.694 -2.494 -0.172
C: 1.214 -1.450 -0.637
N: 0.631 -0.595 0.199
C: -0.003 0.690 -0.111
C: -1.568 0.883 0.054
S: -1.939 0.896 1.851
H: 1.563 -1.345 -1.631
H: 0.541 -0.911 1.141
H: 0.215 0.911 -1.237
H: 0.660 1.455 0.168
H: -2.101 0.345 -0.751
H: -1.719 1.992 0.001
H: -1.470 -0.257 2.269
H: -0.230 -0.491 -2.235
H: -1.232 -0.788 -3.189
O: -0.676 -0.070 -2.832
H: 1.933 0.582 1.723
H: 1.382 0.168 3.119
O: 1.104 0.479 2.268

Its lowest unoccupied orbital energy is 0.42 eV. As for the structure (SMILES): O=CNCCS.O.O. The HOMO-LUMO gap comes out at 9.45 eV.

***

Record 10
ORCA calculation (the ωB97M-V functional and the def2-TZVPD basis) on 3 unconnected molecules or ions with the total composition C3H11NO3S.

Cartesian coordinates (Å):
O: 3.354 0.212 -1.141
C: 2.150 0.132 -1.102
N: 1.439 0.516 -0.003
C: -0.015 0.562 0.153
C: -0.395 -0.011 1.591
S: -1.066 -1.678 1.263
H: 1.536 -0.151 -1.982
H: 1.810 0.781 0.894
H: -0.491 -0.066 -0.638
H: -0.548 1.497 -0.052
H: -0.952 0.693 2.204
H: 0.506 -0.287 2.131
H: -1.800 -1.734 2.391
H: -6.476 1.819 -1.767
H: -5.763 2.183 -2.907
O: -6.050 1.351 -2.498
H: 4.638 -1.308 0.212
H: 3.657 -2.275 0.878
O: 4.466 -2.236 0.372

Its lowest unoccupied orbital energy is 0.47 eV. As for the structure (SMILES): O=CNCCS.O.O. The HOMO-LUMO gap comes out at 9.92 eV.

***

Record 11
ORCA calculation (the ωB97M-V functional and the def2-TZVPD basis) on 4 unconnected molecules or ions with the total composition C3H11NO4.

Cartesian coordinates (Å):
C: -2.667 -0.867 0.638
C: 0.634 -1.390 0.244
O: 1.961 -1.719 0.390
C: -1.909 -0.336 -0.420
N: -1.763 1.062 -0.322
O: -1.464 -0.883 -1.426
H: -3.320 -0.265 1.245
H: -2.870 -1.933 0.659
H: 0.181 -1.422 1.251
H: 0.163 -2.063 -0.477
H: 0.538 -0.431 -0.283
H: -1.617 1.351 0.615
H: -1.013 1.442 -0.886
H: 1.659 2.923 -1.293
H: 1.774 1.648 -0.357
O: 1.123 2.142 -1.007
H: 2.473 -0.851 0.346
H: 3.137 0.902 1.010
O: 2.980 0.689 0.074

Its lowest unoccupied orbital energy is -5.40 eV. The HOMO-LUMO gap comes out at 3.09 eV.

***

Record 12
ORCA calculation (the ωB97M-V functional and the def2-TZVPD basis) on a molecular structure, C3H11NO4.

Cartesian coordinates (Å):
O: 0.285 -0.085 -1.456
C: 1.001 -0.360 -0.303
C: 0.803 -1.504 0.381
N: -0.214 -2.451 0.084
C: -1.311 -2.435 1.103
O: -1.992 -1.301 1.172
H: 1.636 0.473 0.035
H: -1.119 1.074 0.911
H: 1.288 -1.706 1.366
H: -0.621 -2.230 -0.875
H: -1.909 -3.322 0.808
H: -0.792 -2.704 2.051
H: -0.677 0.866 1.512
H: 0.086 0.921 -1.490
H: -0.561 3.456 -2.176
O: -0.321 2.614 -1.699
H: 2.175 3.350 -0.091
H: 0.645 2.770 -1.068
O: 1.596 2.576 -0.265

Its lowest unoccupied orbital energy is -4.96 eV. The HOMO-LUMO gap comes out at 3.54 eV.

***

Record 13
ORCA calculation (the ωB97M-V functional and the def2-TZVPD basis) on 3 unconnected molecules or ions with the total composition C3H11NO4.

Cartesian coordinates (Å):
C: -1.965 -0.554 0.373
N: -0.628 -0.045 0.119
C: -0.001 -0.413 -1.158
C: 1.435 0.243 -0.942
O: 2.278 -0.769 -1.248
O: 1.803 1.298 -0.515
H: -2.173 -0.311 1.447
H: -2.035 -1.638 0.244
H: -2.735 0.012 -0.180
H: -0.632 0.966 0.266
H: -0.490 -0.074 -2.089
H: 0.221 -1.503 -1.134
H: 3.218 -0.442 -1.102
H: 0.523 2.483 0.157
H: -0.630 3.484 0.189
O: -0.386 2.612 0.477
H: 0.389 -1.053 1.775
H: 1.314 -2.290 1.453
O: 0.497 -2.008 1.869

Its lowest unoccupied orbital energy is 0.50 eV. As for the structure (SMILES): CNCC(=O)O.O.O. The HOMO-LUMO gap comes out at 9.27 eV.

***

Record 14
ORCA calculation (the ωB97M-V functional and the def2-TZVPD basis) on 2 unconnected molecules or ions with the total composition C3H11NOS.

Cartesian coordinates (Å):
C: 2.657 0.122 -1.250
S: 0.987 -0.614 -1.401
H: 3.265 -0.349 -2.037
H: 2.504 1.178 -1.401
H: 3.044 -0.104 -0.235
C: -1.248 -0.709 1.286
O: -2.612 -0.396 0.909
C: -0.473 0.550 1.560
N: -0.460 1.442 0.321
H: -0.707 -1.244 0.490
H: -1.226 -1.311 2.185
H: -2.671 -0.826 0.047
H: -0.892 0.998 2.396
H: 0.544 0.302 1.827
H: -1.420 1.630 0.074
H: 0.325 0.566 -0.650
H: -0.062 2.276 0.625

Its lowest unoccupied orbital energy is 0.77 eV. As for the structure (SMILES): NCCO.CS. The HOMO-LUMO gap comes out at 8.70 eV.

***

Record 15
ORCA calculation (the ωB97M-V functional and the def2-TZVPD basis) on 2 unconnected molecules or ions with the total composition C3H11NOS.

Cartesian coordinates (Å):
C: 0.381 -1.975 0.631
C: -0.239 -0.693 0.138
C: 0.067 -0.309 -1.336
S: 1.295 1.046 -1.533
N: -1.693 -0.719 0.393
H: 0.804 -2.589 -0.119
H: 1.081 -1.954 1.451
H: -0.497 -2.707 0.975
H: 0.209 0.074 0.856
H: -0.898 -0.105 -1.864
H: 0.479 -1.232 -1.878
H: 0.855 1.892 -0.567
H: -1.995 -1.550 0.790
H: -2.298 -0.417 -0.309
H: -0.444 0.716 2.870
H: -1.576 1.523 2.280
O: -0.730 1.564 2.587

Its lowest unoccupied orbital energy is 0.91 eV. As for the structure (SMILES): C[C@H](N)CS.O. The HOMO-LUMO gap comes out at 9.97 eV.

***

Record 16
ORCA calculation (the ωB97M-V functional and the def2-TZVPD basis) on 2 unconnected molecules or ions with the total composition C3H11NOS2.

Cartesian coordinates (Å):
S: -2.754 -0.529 0.808
S: -2.153 -0.265 -1.204
C: -1.181 1.287 -0.998
C: 0.137 1.073 -0.288
N: 0.949 0.092 -1.014
C: 2.294 -0.150 -0.382
H: -2.373 -1.802 0.995
H: -1.006 1.663 -2.004
H: -1.785 1.969 -0.396
H: 0.084 0.956 0.793
H: 0.658 2.055 -0.367
H: 0.413 -0.766 -1.042
H: 2.492 0.805 0.090
H: 2.986 -0.418 -1.171
H: 2.236 -0.924 0.380
H: -0.395 -1.999 2.657
H: -0.650 -1.457 1.232
O: 0.047 -1.591 1.910

Its lowest unoccupied orbital energy is 0.17 eV. As for the structure (SMILES): CNCCSS.O. The HOMO-LUMO gap comes out at 8.93 eV.

***

Record 17
ORCA calculation (the ωB97M-V functional and the def2-TZVPD basis) on 3 unconnected molecules or ions with the total composition C3H11NOS2.

Cartesian coordinates (Å):
S: -2.441 1.961 -2.342
S: 1.896 -1.951 2.170
C: 0.227 -1.714 1.453
C: 0.017 -0.234 1.067
N: 0.633 0.088 -0.210
C: -0.165 -0.236 -1.352
H: 1.915 -3.284 2.074
H: 0.222 -2.358 0.562
H: -0.539 -1.995 2.158
H: 0.488 0.449 1.813
H: -1.059 -0.038 1.050
H: 1.059 0.995 -0.294
H: -1.035 -0.829 -1.032
H: 0.310 -0.765 -2.173
H: -0.712 0.660 -1.770
H: 0.103 3.636 -1.476
H: -0.891 2.595 -0.950
O: -0.028 3.019 -0.748

Its lowest unoccupied orbital energy is -3.58 eV. The HOMO-LUMO gap comes out at 5.56 eV.

***

Record 18
ORCA calculation (the ωB97M-V functional and the def2-TZVPD basis) on 2 unconnected molecules or ions with the total composition C3H11NOS2.

Cartesian coordinates (Å):
N: -1.685 0.890 0.971
C: -0.746 0.076 0.162
C: 0.697 0.159 0.926
C: -0.559 0.568 -1.310
S: 0.349 -0.318 -2.651
S: 2.120 0.660 -2.252
H: -2.602 0.453 0.780
H: -1.705 1.907 0.915
H: -0.747 -0.957 -0.146
H: 0.800 -0.528 1.847
H: 1.577 -0.045 0.286
H: 0.876 1.340 1.220
H: -1.627 0.803 -1.811
H: 0.042 1.488 -1.287
H: 1.698 1.829 -1.687
H: 0.799 -2.084 1.147
H: -0.055 -3.283 1.282
O: 0.768 -2.958 1.607

Its lowest unoccupied orbital energy is 0.23 eV. As for the structure (SMILES): C[C@@H](N)CSS.O. The HOMO-LUMO gap comes out at 8.74 eV.

***

Record 19
ORCA calculation (the ωB97M-V functional and the def2-TZVPD basis) on 2 unconnected molecules or ions with the total composition C3H11NOS2.

Cartesian coordinates (Å):
N: -1.607 -0.345 1.915
C: -1.908 0.840 1.135
C: -1.778 1.062 -0.431
S: -0.453 -0.191 -1.005
S: 1.394 0.659 -1.083
C: 2.103 0.598 -2.821
H: -2.185 -1.119 1.723
H: -0.607 -0.560 1.809
H: -2.951 1.181 1.521
H: -1.104 1.546 1.503
H: -2.777 0.933 -1.089
H: -1.383 2.047 -0.700
H: 1.252 0.675 -3.442
H: 2.727 1.539 -2.982
H: 2.685 -0.200 -3.082
H: 0.849 -2.976 2.967
H: 1.858 -2.372 3.900
O: 0.915 -2.595 3.821

As for the expectation value of S²: 0.755. Its total charge is +1. Its lowest unoccupied orbital energy (alpha / beta) is -4.63 / -8.19 eV. The HOMO-LUMO gap (alpha / beta) comes out at 8.87 / 5.17 eV. The spin multiplicity is 2.

***

Record 20
ORCA calculation (the ωB97M-V functional and the def2-TZVPD basis) on a molecular structure, C3H11NS.

Cartesian coordinates (Å):
C: 0.907 -1.231 -2.435
C: 0.072 -0.406 -1.424
S: 1.036 -0.367 0.167
H: 1.233 -2.112 -1.886
H: 1.794 -0.691 -2.767
H: 0.328 -1.478 -3.323
H: -0.883 -0.914 -1.266
H: -0.091 0.629 -1.728
C: -1.494 1.509 1.115
N: -1.381 0.634 2.305
H: -2.076 1.102 0.287
H: -1.898 2.482 1.428
H: -0.502 1.735 0.718
H: -0.439 -0.019 0.989
H: -2.203 0.691 2.895
H: -0.591 0.917 2.873

Its lowest unoccupied orbital energy is 0.84 eV. The HOMO-LUMO gap comes out at 9.11 eV.

***

For the records above, the corresponding max |F| values read 0.025, 0.094, 0.088, 0.076, 0.069, 0.026, 0.060, 0.065, 0.160, 0.038, 0.081, 0.128, 0.057, 0.052, 0.080, 0.040, 0.030, 0.094, 0.061, 0.085 hartree/bohr.
For the records above, the corresponding ΔE to the lowest compared entry with this formula, charge and spin values read 2.5, 253.7, 317.4, 815.4, 174.2, 42.9, 847.9, 124.7, 296.6, 150.2, 819.9, 974.6, 173.6, 130.6, 118.7, 72.3, 416.4, 231.5, 150.2, 183.2 kJ/mol.